{
  "formula": "C21H31NO2",
  "method": "ωB97M-V/def2-TZVPD",
  "species": ["C", "C", "H", "H", "O", "C", "O", "C", "C", "C", "N", "C", "C", "H", "H", "C", "H", "H", "C", "H", "H", "H", "C", "C", "H", "H", "H", "H", "H", "H", "H", "H", "C", "C", "H", "H", "C", "C", "C", "C", "C", "C", "C", "H", "H", "H", "H", "H", "H", "H", "H", "H", "H", "H", "H"],
  "positions_angstrom": [[0.6812, 3.0753, 1.7993], [-0.8487, 2.5916, 1.4807], [-1.3970, 3.2318, 0.7413], [-1.3110, 2.5110, 2.4144], [-0.7712, 1.6070, 0.7944], [-0.4503, 0.3211, 1.5644], [-0.2923, 0.2745, 2.8647], [-0.4120, -0.8874, 0.5172], [-1.0536, -2.0570, 1.2705], [-2.6382, -1.9350, 1.4138], [-3.0065, -2.0026, -0.1266], [-4.4357, -2.0639, -0.2462], [-5.1600, -2.2029, -1.4331], [-4.4340, -2.0984, -2.3454], [-5.3518, -3.3219, -1.7868], [-6.1609, -1.5096, -1.0966], [-6.5260, -0.6575, -1.7799], [-7.1215, -2.0249, -0.8774], [-5.6455, -1.0191, -0.0456], [-5.0279, -0.0813, -0.0333], [-6.1063, -0.8857, 0.9322], [-4.5822, -3.0711, 0.5826], [-2.5343, -0.8096, -0.6808], [-0.9337, -0.9466, -0.6965], [-0.7310, 0.1394, -1.5528], [-0.9001, -1.7322, -1.3718], [-3.0531, -0.4983, -1.4756], [-2.8343, 0.1256, -0.1993], [-2.9354, -2.8471, 1.9710], [-2.8636, -1.0902, 2.0376], [-0.7107, -2.2101, 2.2608], [-0.8535, -2.9461, 0.7833], [1.0985, -1.3230, 0.4779], [1.9191, -0.0963, -0.1440], [1.7545, 0.8260, 0.2729], [1.6305, -0.3080, -1.4065], [3.3483, -0.3728, -0.2608], [4.2869, 0.4300, -0.6557], [4.6119, 0.5148, -2.1616], [5.4088, 1.4889, -2.7965], [5.5030, 2.6513, -1.8622], [5.3692, 2.6747, -0.6250], [4.5796, 1.8302, -0.0555], [4.2227, 1.9535, 1.0608], [5.4547, 3.7862, -0.2417], [5.8997, 3.5585, -2.4453], [5.4719, 1.5221, -3.6599], [4.2320, -0.3318, -2.5475], [3.6775, -0.5610, 0.7631], [3.7926, -1.4616, -0.6807], [1.4765, -1.4023, 1.4400], [1.2010, -2.2235, -0.0925], [1.0264, 2.4285, 2.3043], [1.2165, 3.2198, 0.9465], [0.5595, 4.0386, 2.3703]],
  "atomic_forces_ev_per_a": [[-8.45, 9.61, -3.82], [2.16, 11.18, 3.44], [0.28, 1.17, 1.49], [-1.21, -0.11, 1.59], [1.40, -15.59, -3.95], [-0.57, 1.30, 2.58], [-0.92, 0.57, -7.92], [4.86, -1.72, 9.05], [-2.78, 1.25, 1.91], [2.92, -2.36, -2.67], [-2.16, 0.82, 3.54], [-0.13, -4.61, 7.68], [10.63, -12.44, -10.95], [-1.46, 1.21, 1.02], [0.06, 1.61, 0.98], [-17.38, 5.13, -8.07], [0.17, -1.24, 0.14], [0.52, -0.21, -0.31], [8.55, 6.75, 13.38], [-0.95, 0.08, -1.00], [-0.42, -0.65, 0.02], [-0.43, 2.54, -2.38], [3.66, 1.19, 2.74], [-6.73, 7.68, -10.33], [0.15, -3.13, 2.70], [1.44, -1.98, -0.54], [-1.08, -0.17, -4.61], [0.41, 0.13, 1.71], [-0.29, 0.42, -0.74], [-0.72, 0.93, -0.40], [0.91, 0.38, 1.05], [0.31, -1.79, -1.35], [0.19, 3.92, -1.25], [-1.72, -5.65, -6.35], [-0.82, 2.26, 0.63], [0.07, 1.92, 3.41], [-1.14, -9.43, 4.74], [6.64, 13.35, -7.10], [1.86, 1.45, 4.51], [-4.42, 0.47, 18.68], [4.55, -0.47, -13.74], [0.05, 7.32, 5.54], [-4.08, -8.99, 5.39], [0.71, -0.09, -2.20], [0.11, -2.45, 0.13], [-0.39, -1.12, 1.22], [1.60, 0.82, -14.55], [-0.95, -2.87, -2.37], [-0.15, -0.37, 0.98], [-2.31, 2.08, 0.55], [0.48, -0.74, 2.09], [0.19, -0.39, -0.33], [4.81, -8.67, 7.11], [1.34, 0.55, -2.59], [0.63, -0.86, -0.46]],
  "mulliken_charge": [-1.610, -0.334, 0.317, 0.432, -0.183, 0.086, -0.614, 2.132, -1.526, -0.960, 0.126, 0.362, -1.160, 0.298, 0.204, 0.273, 0.218, 0.166, -1.023, 0.146, 0.322, 0.174, -1.579, -0.876, 0.328, 0.179, 1.297, 0.360, 0.553, 0.267, 0.617, 0.608, -2.424, 0.140, 0.259, 0.160, -0.998, 0.447, -0.570, -1.199, -0.022, -0.408, -0.181, 0.187, 0.192, 0.219, 0.692, 0.515, 0.425, 0.355, 0.590, 0.638, 0.569, 0.396, 0.414],
  "homo_lumo_gap_ev": 8.9,
  "e_homo_ev": -8.23,
  "relative_energy_kj_mol": 2111.12,
  "total_energy_ev": -27844.5244
}